Molecular formula: C7H9BrSi
Method: DFT, ωB97M-V with the def2-TZVPD basis set

Properties
strongest force on any atom = 0.1022 Eh/bohr
<S²> = 2.0175
HOMO level (alpha / beta) = -4.8012 / -9.5811 eV
multiplicity = 3
gap between HOMO and LUMO (alpha / beta) = 5.53 / 7.09 eV

CARTESIAN COORDINATES (ANGSTROEM)
C (0.201, -1.310, 2.341)
C (0.437, -2.008, 1.167)
C (-0.301, -0.007, 2.313)
C (0.143, -1.460, -0.032)
C (-0.580, 0.621, 1.131)
C (-0.429, -0.188, -0.066)
C (-0.845, 0.349, -1.407)
Si (0.811, 1.496, -2.238)
Br (0.026, 3.568, -1.881)
H (0.351, -1.965, 3.178)
H (1.075, -2.915, 1.056)
H (-0.437, 0.736, 3.123)
H (0.264, -2.084, -0.919)
H (-0.975, 1.646, 1.257)
H (-1.283, -0.316, -2.157)
H (-1.547, 1.148, -1.255)
H (0.832, 1.297, -3.713)
H (2.257, 1.393, -1.900)

---

Molecular formula: C7H9Cl17
Method: DFT, ωB97M-V with the def2-TZVPD basis set

Properties
strongest force on any atom = 0.0255 Eh/bohr
energy relative to the best compared isomer or geometry (same formula, charge and spin) = 3.2 kcal/mol
HOMO level = -10.6621 eV
gap between HOMO and LUMO = 10.98 eV
SMILES = ClC(Cl)Cl.ClC(Cl)Cl.ClC(Cl)Cl.ClC(Cl)Cl.ClC(Cl)Cl.ClCCCl

CARTESIAN COORDINATES (ANGSTROEM)
Cl (1.438, -2.252, -6.179)
C (1.660, -1.985, -4.464)
Cl (3.092, -2.696, -3.807)
Cl (0.209, -2.480, -3.539)
H (1.716, -0.913, -4.314)
Cl (1.700, -1.530, -0.205)
C (1.084, 0.080, -0.629)
Cl (-0.607, 0.052, -1.163)
Cl (2.136, 0.704, -1.903)
H (1.116, 0.714, 0.245)
Cl (6.255, 2.100, 2.189)
C (5.033, 2.464, 0.987)
Cl (4.592, 4.190, 0.910)
Cl (3.575, 1.467, 1.274)
H (5.469, 2.207, 0.031)
Cl (-2.731, 3.258, 0.065)
C (-1.797, 3.774, 1.479)
Cl (-0.119, 3.386, 1.216)
Cl (-2.366, 2.993, 2.982)
H (-1.920, 4.842, 1.601)
Cl (-2.393, -3.045, -0.246)
C (-3.375, -2.381, -1.571)
Cl (-5.103, -2.649, -1.278)
Cl (-2.862, -3.145, -3.093)
H (-3.181, -1.318, -1.619)
Cl (0.005, 0.438, 2.767)
C (-0.846, -1.143, 2.646)
C (-2.356, -1.041, 2.746)
Cl (-3.091, -0.246, 1.348)
H (-0.388, -1.757, 3.415)
H (-0.559, -1.495, 1.658)
H (-2.650, -0.531, 3.660)
H (-2.738, -2.061, 2.790)